A 2-piece molecular cluster, C6H12O overall, computed with wB97M-V/def2-TZVPD.

```
19
Properties=species:S:1:pos:R:3:mulliken_charge:R:1
C 1.3329 -0.3122 0.8739 -0.8398
C 0.8269 0.1567 -0.2546 0.4438
C 0.7989 1.3181 -1.1441 -0.8164
C -0.4605 0.4819 -0.8655 -0.1357
C -1.5072 0.9375 0.1282 -0.5941
C -2.2738 -0.2513 0.7080 -1.1070
H 2.3137 -0.0082 1.2312 0.3651
H 0.8022 -1.0497 1.4696 0.1956
H 1.2003 1.2640 -2.1545 0.2501
H 0.9095 2.2853 -0.6612 0.2404
H -0.8298 -0.0800 -1.7255 0.3943
H -0.9806 1.4578 0.9391 0.2997
H -2.1969 1.6561 -0.3286 0.3283
H -2.7966 -0.8024 -0.0819 0.3066
H -3.0164 0.0746 1.4432 0.3509
H -1.5968 -0.9553 1.2075 0.2469
O 2.4305 -2.4533 -0.1991 -0.6606
H 1.8367 -1.7983 -0.5956 0.4008
H 3.2070 -1.9213 0.0101 0.3312
```

As for the SMILES: C=C1C[C@@H]1CC.O. For the largest force on an atom, the calculation gives 0.0109 Eh/bohr. As for the energy above the lowest of the compared OMol25 structures with the same formula, charge and spin: 2.423 eV.

***

An isolated molecule of C6H12O, computed with wB97M-V/def2-TZVPD.

```
19
Properties=species:S:1:pos:R:3:mulliken_charge:R:1
C -1.7524 -0.9002 -0.8029 -1.4509
C -0.8554 0.1536 -0.1547 0.7423
C -1.6620 0.9922 0.8502 -1.5229
C 0.2940 -0.4939 0.5915 -0.2169
O 1.1594 -1.4635 0.0186 -0.4953
C 1.7426 -0.2349 0.4538 0.0484
C 2.5438 0.4356 -0.6499 -1.3418
H -2.5634 -0.4259 -1.3673 0.3985
H -1.1748 -1.5357 -1.4794 0.3535
H -2.2095 -1.5425 -0.0389 0.3270
H -0.4581 0.8195 -0.9310 0.2233
H -2.0858 0.3523 1.6369 0.3518
H -2.5004 1.4936 0.3549 0.4017
H -1.0527 1.7584 1.3431 0.3555
H -0.0270 -0.8410 1.5820 0.3987
H 2.2609 -0.2742 1.4144 0.4261
H 2.1705 0.1129 -1.6253 0.3619
H 3.5756 0.0650 -0.5725 0.3570
H 2.5947 1.5285 -0.6236 0.2819
```

As for the SMILES: CC(C)[C@H]1O[C@H]1C. For the largest force on an atom, the calculation gives 0.0071 Eh/bohr. As for the energy above the lowest of the compared OMol25 structures with the same formula, charge and spin: 1.366 eV.

***

A 2-piece molecular cluster, C6H12O overall, computed with wB97M-V/def2-TZVPD.

```
19
Properties=species:S:1:pos:R:3:mulliken_charge:R:1
C -1.0834 -0.1355 2.2737 -0.8424
C 0.1601 -0.2376 1.8120 -0.2437
C 0.5463 0.0506 0.4186 0.4098
C 1.4604 -0.9105 -0.2820 -1.3118
C 0.1476 1.1661 -0.1969 0.0765
C 0.5017 1.4702 -1.6236 -1.2226
H -1.8079 0.3939 1.6610 0.2129
H -1.3815 -0.4340 3.2678 0.2773
H 0.9204 -0.6088 2.4937 0.3160
H 2.3099 -0.4222 -0.7604 0.3480
H 1.8722 -1.6452 0.4057 0.4168
H 0.9423 -1.4417 -1.0863 0.2683
H -0.6026 1.8050 0.2482 0.3746
H 0.3165 0.6258 -2.2856 0.2696
H 0.0153 2.3724 -1.9926 0.3651
H 1.5745 1.6776 -1.6953 0.3060
O -1.7058 -1.5108 -1.0233 -0.6249
H -2.6202 -1.3648 -1.3026 0.2897
H -1.5660 -0.8506 -0.3321 0.3147
```

As for the SMILES: C=C/C(C)=C/C.O. For the largest force on an atom, the calculation gives 0.0193 Eh/bohr. As for the energy above the lowest of the compared OMol25 structures with the same formula, charge and spin: 1.473 eV.

***

An isolated molecule of C6H12O at a distorted geometry, computed with wB97M-V/def2-TZVPD.

```
19
Properties=species:S:1:pos:R:3:mulliken_charge:R:1
C 2.4143 -0.3370 0.0832 -1.1783
C 1.5466 0.7739 -0.4821 -0.3775
C 0.1908 0.7063 0.1669 -0.0284
C -0.9917 0.6882 -0.6549 -0.3051
C -2.1541 0.0401 0.0303 -0.7628
C -1.4625 -1.3562 0.5967 -0.4231
O -0.2847 -1.0586 1.1973 -0.6212
H 2.5063 -0.2156 1.1612 0.3033
H 1.9363 -1.2982 -0.0890 0.3145
H 3.4051 -0.3277 -0.3755 0.3986
H 2.0400 1.7372 -0.3116 0.3058
H 1.4695 0.6465 -1.5663 0.2942
H 0.0629 1.1201 1.1566 0.3338
H -0.7389 1.8282 -0.5400 0.1766
H -0.8371 0.3736 -1.6952 0.3258
H -3.0341 -0.1031 -0.6216 0.3500
H -2.4438 0.5854 0.9350 0.2960
H -2.2479 -1.7467 1.2758 0.3305
H -1.3770 -2.0563 -0.2667 0.2672
```

For the largest force on an atom, the calculation gives 0.0547 Eh/bohr. As for the energy above the lowest of the compared OMol25 structures with the same formula, charge and spin: 3.430 eV.

***

A 2-piece molecular cluster, C6H12O overall, computed with wB97M-V/def2-TZVPD.

```
19
Properties=species:S:1:pos:R:3:mulliken_charge:R:1
O -1.4993 0.5108 1.3719 -0.5280
C -2.1264 0.5279 0.1197 0.0318
C -1.3354 0.2266 -1.1210 -0.3372
C -2.2952 -0.7900 -0.5504 -0.6515
H -1.0057 1.3362 1.4596 0.3232
H -2.9417 1.2480 0.0306 0.3353
H -0.2791 0.0077 -1.0036 0.0618
H -1.6044 0.7411 -2.0392 0.2524
H -3.2247 -0.9957 -1.0720 0.2376
H -1.8536 -1.6419 -0.0409 0.2430
C 2.1850 -1.4918 0.0912 -0.7573
C 1.6364 -0.3982 0.6126 0.0897
C 2.0988 1.0045 0.3385 -1.0039
H 3.0389 -1.4400 -0.5818 0.2495
H 1.8001 -2.4823 0.3179 0.2670
H 0.7661 -0.4948 1.2623 0.3133
H 1.2770 1.6127 -0.0615 0.2438
H 2.4471 1.4952 1.2551 0.2975
H 2.9160 1.0239 -0.3889 0.3321
```

As for the SMILES: OC1CC1.C=CC. For the largest force on an atom, the calculation gives 0.0065 Eh/bohr. As for the energy above the lowest of the compared OMol25 structures with the same formula, charge and spin: 2.174 eV.

***

An isolated molecule of C6H12O, computed with wB97M-V/def2-TZVPD.

```
19
Properties=species:S:1:pos:R:3:mulliken_charge:R:1
C 1.5559 1.1591 0.2235 -1.4080
C 0.7021 -0.1193 0.1894 0.6098
C 1.4804 -1.2709 -0.4416 -1.4932
C -0.6183 0.0560 -0.5595 -0.2504
C -1.8088 -0.8279 -0.3022 -0.8049
C -1.8388 0.5828 0.1602 -0.2046
O -1.7868 0.7090 1.5517 -0.5318
H 1.0200 1.9969 0.6861 0.3315
H 2.4820 1.0028 0.7955 0.3863
H 1.8387 1.4660 -0.7910 0.3197
H 0.4565 -0.3854 1.2261 0.2614
H 2.4223 -1.4542 0.0854 0.4011
H 1.7182 -1.0472 -1.4901 0.3383
H 0.8894 -2.1925 -0.4215 0.3558
H -0.5517 0.1882 -1.6276 0.5062
H -2.4486 -1.0806 -1.1470 0.2682
H -1.6992 -1.5990 0.4447 0.2726
H -2.4930 1.2919 -0.3466 0.3159
H -1.3202 1.5246 1.7644 0.3261
```

As for the SMILES: CC(C)[C@H]1C[C@H]1O. For the largest force on an atom, the calculation gives 0.0180 Eh/bohr. As for the energy above the lowest of the compared OMol25 structures with the same formula, charge and spin: 1.231 eV.

***

An isolated molecule of C6H12O at a distorted geometry, computed with wB97M-V/def2-TZVPD.

```
19
Properties=species:S:1:pos:R:3:mulliken_charge:R:1
C 1.2140 1.3346 1.1269 -0.9689
C 0.0376 1.1888 -0.2011 -1.4878
C -0.3868 -0.2399 -0.2372 1.6790
C 0.7457 -1.1815 -0.4419 -1.0130
O 1.6667 -0.8352 -1.4165 -0.5283
C -1.7035 -0.6376 -0.8039 -0.8483
C -1.4745 -0.6968 0.6764 -0.8180
H 2.1650 0.7752 1.1521 0.3126
H 0.6193 1.0117 1.9864 0.3008
H 1.4393 2.3983 1.1650 0.3721
H -0.7767 1.8716 0.0696 0.4452
H 0.3289 1.5436 -1.2082 0.4217
H 0.4220 -2.1438 -0.8339 0.4181
H 1.3499 -1.4433 0.4323 0.2878
H 1.8128 0.1173 -1.3692 0.3537
H -1.7588 -1.5723 -1.3536 0.2632
H -2.3516 0.1462 -1.1736 0.2599
H -1.3831 -1.6789 1.1288 0.2725
H -1.9661 0.0421 1.3017 0.2778
```

As for the SMILES: CCC1(CO)CC1. For the largest force on an atom, the calculation gives 0.0571 Eh/bohr. As for the energy above the lowest of the compared OMol25 structures with the same formula, charge and spin: 2.119 eV.

***

An isolated molecule of C6H12O, computed with wB97M-V/def2-TZVPD.

```
19
Properties=species:S:1:pos:R:3:mulliken_charge:R:1
C -2.3356 0.4630 -0.1621 -1.1466
C -1.3538 -0.4137 0.3841 0.5410
C -0.4933 -1.2724 -0.5173 -0.7333
O 0.7745 -1.5000 0.0143 -0.4345
C 1.3812 -0.2460 0.3858 0.6500
C 1.9361 0.4561 -0.8490 -1.3884
C 0.3596 0.5855 1.1250 -1.4894
H -2.2893 0.7411 -1.2100 0.2862
H -1.0678 0.8342 0.4525 0.2714
H -3.1470 0.8282 0.4536 0.3120
H -1.5516 -0.8224 1.3715 0.2751
H -0.9907 -2.2413 -0.6135 0.3432
H -0.4537 -0.8133 -1.5171 0.3216
H 2.2199 -0.5515 1.0231 0.3161
H 2.5484 -0.2377 -1.4319 0.3390
H 2.5542 1.3093 -0.5539 0.4056
H 1.1383 0.8365 -1.4983 0.3072
H 0.4794 1.6641 0.9474 0.5168
H 0.2909 0.3803 2.1957 0.3072
```

For the largest force on an atom, the calculation gives 0.0061 Eh/bohr. As for the energy above the lowest of the compared OMol25 structures with the same formula, charge and spin: 5.180 eV.

***

An isolated molecule of C6H12O at a distorted geometry, computed with wB97M-V/def2-TZVPD.

```
19
Properties=species:S:1:pos:R:3:mulliken_charge:R:1
C 2.4925 -0.2493 0.0691 -1.1264
C 1.3850 0.2308 -0.8877 -0.3786
C 0.0054 0.1055 -0.2489 0.2975
C -0.9084 1.2648 -0.2773 -0.1544
C -2.0925 0.5106 -0.7294 -1.0489
C -1.1602 -1.2480 1.3075 -0.8111
O -0.0594 -1.0190 0.4735 -0.3213
H 2.4466 0.2852 1.0251 0.2901
H 2.3910 -1.3148 0.2799 0.2593
H 3.4841 -0.0762 -0.3666 0.3767
H 1.5586 1.2930 -1.1062 0.2887
H 1.4823 -0.2998 -1.8396 0.2286
H -1.3168 -0.4005 1.9818 0.3120
H -1.0010 1.8669 0.6322 0.2262
H -0.5160 1.9080 -1.0736 0.2917
H -2.2829 0.2654 -1.7609 0.2783
H -2.9512 0.4293 -0.0592 0.3913
H -0.8994 -2.1290 1.8882 0.2720
H -2.0576 -1.4230 0.6921 0.3283
```

For the largest force on an atom, the calculation gives 0.0213 Eh/bohr. As for the energy above the lowest of the compared OMol25 structures with the same formula, charge and spin: 4.301 eV.

***

A 2-piece molecular cluster, C6H12O overall at a distorted geometry, computed with wB97M-V/def2-TZVPD.

```
19
Properties=species:S:1:pos:R:3:mulliken_charge:R:1
C -2.3983 -1.8884 0.0920 -0.6974
C -1.7796 -1.1001 0.8949 -0.3295
C -0.7573 -0.1112 0.5148 1.0177
C -0.0837 0.6544 1.6174 -1.6459
C -0.6837 0.2558 -0.7511 -0.2814
C -0.4752 1.7568 -1.2181 -1.1364
H -2.4593 -1.7433 -0.9682 0.2099
H -3.1506 -2.6429 0.4241 0.2331
H -1.5647 -1.2114 1.9351 0.3051
H 0.7973 1.2532 1.2922 0.3711
H 0.3916 0.0320 2.4051 0.4204
H -0.6376 1.3602 2.1084 0.3985
H -1.1457 -0.2862 -1.5985 0.1993
H 0.5529 2.1034 -1.4525 0.2967
H -0.7686 2.3640 -0.3952 0.3441
H -1.1887 2.1893 -2.0379 0.2954
O 4.7797 -0.9957 -1.0926 -0.6292
H 5.0104 -0.7954 -0.1966 0.3157
H 5.5612 -1.1944 -1.5735 0.3126
```

As for the SMILES: C=C/C(C)=C/C.O. For the largest force on an atom, the calculation gives 0.0840 Eh/bohr. As for the energy above the lowest of the compared OMol25 structures with the same formula, charge and spin: 3.052 eV.

***

An isolated molecule of C6H12O, computed with wB97M-V/def2-TZVPD.

```
19
Properties=species:S:1:pos:R:3:mulliken_charge:R:1
C -2.0331 -0.9555 0.0829 -1.4291
C -1.4629 0.4458 0.0750 0.2234
C -0.6966 0.9487 -1.1145 -0.7868
C 0.0172 0.7438 0.1909 -0.2263
C 1.0700 -0.3332 0.3403 0.4908
C 2.4056 0.1031 -0.2385 -1.4460
O 1.2966 -0.6292 1.7119 -0.5626
H -1.3696 -1.6720 -0.4117 0.3014
H -2.9867 -0.9783 -0.4555 0.3816
H -2.2187 -1.3153 1.1025 0.3190
H -2.1095 1.1804 0.5539 0.3798
H -0.4915 0.2328 -1.9085 0.2599
H -0.8599 1.9627 -1.4667 0.2742
H 0.2694 1.6444 0.7513 0.3265
H 0.7412 -1.2424 -0.1921 0.1134
H 2.3155 0.2778 -1.3155 0.3400
H 3.1614 -0.6684 -0.0638 0.3637
H 2.7415 1.0292 0.2398 0.3555
H 0.4345 -0.7804 2.1203 0.3216
```

As for the SMILES: C[C@@H]1C[C@@H]1[C@@H](C)O. For the largest force on an atom, the calculation gives 0.0079 Eh/bohr. As for the energy above the lowest of the compared OMol25 structures with the same formula, charge and spin: 0.983 eV.

***

An isolated molecule of C6H12O, computed with wB97M-V/def2-TZVPD.

```
19
Properties=species:S:1:pos:R:3:mulliken_charge:R:1
C 1.6210 -0.3201 -0.9491 -1.4799
C 0.7617 0.5359 -0.0345 0.2041
O 0.3816 1.7137 -0.8329 -0.2152
C -0.1760 2.6731 -0.1552 -0.3750
C -0.5483 -0.0769 0.4744 0.7958
C -0.3783 -0.9467 1.7174 -1.5366
C -1.3230 -0.7786 -0.6406 -1.5266
H 2.5481 0.2008 -1.2093 0.3964
H 1.8859 -1.2669 -0.4665 0.3503
H 1.0901 -0.5461 -1.8789 0.3322
H 1.3450 0.9110 0.8134 0.4110
H -0.4546 3.3972 -0.9583 0.1668
H -1.1227 0.8000 0.7960 0.2864
H 0.1326 -0.3931 2.5135 0.3989
H 0.1772 -1.8737 1.5295 0.3136
H -1.3678 -1.2236 2.0989 0.3939
H -0.8612 -1.7323 -0.9251 0.3077
H -1.3745 -0.1489 -1.5363 0.3528
H -2.3500 -0.9850 -0.3229 0.4235
```

For the largest force on an atom, the calculation gives 0.0111 Eh/bohr. As for the energy above the lowest of the compared OMol25 structures with the same formula, charge and spin: 3.060 eV.